No. 1
Density functional theory data (ωB97M-V/def2-TZVPD) for 2 unconnected molecules or ions with the total composition C2H3ClS in a non-equilibrium geometry.

XYZ file:
```
7
Properties=species:S:1:pos:R:3:nbo_charge:R:1
C -1.22415 1.26648 0.77377 -0.64
C -0.50187 -0.01051 0.29941 -0.19
S -1.39532 0.71299 -0.83423 0.40
Cl 2.76929 1.16490 0.43858 -0.28
H -2.16531 1.14280 1.35110 0.22
H -0.80180 2.21157 0.93643 0.22
H 1.71626 0.80745 -0.22749 0.27
```

Computed properties:
Energy, Eh: -936.25165
2S+1: 1
Total charge: 0
HOMO level, eV: -9.826
LUMO energy, hartree: -0.02276

=====

No. 2
Density functional theory data (ωB97M-V/def2-TZVPD) for 2 unconnected molecules or ions with the total composition C2H3ClS in a non-equilibrium geometry.

XYZ file:
```
7
Properties=species:S:1:pos:R:3:nbo_charge:R:1
C -1.43537 1.93078 -1.75726 -0.15
C 0.36506 -0.37591 0.31132 -0.53
S -1.51059 1.99628 -3.30597 0.15
Cl 0.26759 -1.33417 -1.21658 -0.10
H 0.63032 0.60261 0.20448 0.21
H 1.04093 -0.90021 1.06346 0.21
H -0.53875 -0.61824 0.67988 0.21
```

Computed properties:
Energy, Eh: -936.28262
2S+1: 1
Total charge: 0
HOMO level, eV: -10.580
LUMO energy, hartree: -0.00628

=====

No. 3
Density functional theory data (ωB97M-V/def2-TZVPD) for a single C2H3ClS2 molecule in a non-equilibrium geometry.

XYZ file:
```
8
Properties=species:S:1:pos:R:3:nbo_charge:R:1
S 2.92767 1.02447 -0.58467 0.12
C 1.36582 0.68121 -0.33376 -0.43
S 0.77381 -1.06361 0.28159 0.22
C -1.00348 -0.65148 0.44122 -0.55
Cl -1.65979 0.06767 -1.01016 -0.04
H 0.41768 1.19629 -0.66465 0.22
H -1.67327 -1.41859 0.66428 0.24
H -1.14843 0.16404 1.20614 0.23
```

Computed properties:
Energy, Eh: -1334.52117
2S+1: 1
Total charge: 0
HOMO level, eV: -9.099
LUMO energy, hartree: -0.02459

=====

No. 4
Density functional theory data (ωB97M-V/def2-TZVPD) for a single C2H3ClSi molecule in a non-equilibrium geometry.

XYZ file:
```
7
Properties=species:S:1:pos:R:3:nbo_charge:R:1
Cl 1.07657 -2.31330 0.97921 0.02
C 0.42273 -0.80687 0.40118 -0.39
C -0.81908 -0.57765 -0.11829 -0.58
Si 0.20490 0.99273 -0.15580 1.09
H -1.74609 -1.17110 -0.49827 0.25
H 0.77661 1.62853 -1.20743 -0.21
H 0.08436 2.24766 0.59942 -0.18
```

Computed properties:
Energy, Eh: -827.57982
2S+1: 1
Total charge: 0
HOMO level, eV: -9.922
LUMO energy, hartree: 0.01884

=====

No. 5
Density functional theory data (ωB97M-V/def2-TZVPD) for a molecular structure, C2H3CuO2 in a non-equilibrium geometry.

XYZ file:
```
8
Properties=species:S:1:pos:R:3:nbo_charge:R:1
H 1.71789 0.58584 -0.53996 0.18
C -0.19805 -0.82000 0.47430 0.71
O -1.09118 -1.38614 -0.12278 -0.69
O -0.13914 0.49293 0.49040 -0.49
C 0.95764 1.14950 -0.00196 -0.05
H 0.94431 2.21801 0.18445 0.21
H 0.74378 -1.31667 0.81144 0.16
Cu -2.93526 -0.92347 -1.29589 0.97
```

Computed properties:
Energy, Eh: -1868.57894
2S+1: 2
<S²>: 0.75
Total charge: +1
HOMO level (spin up / spin down), eV: -12.243 / -16.038
LUMO energy (spin up / spin down), hartree: -0.22858 / -0.22856

=====

No. 6
Density functional theory data (ωB97M-V/def2-TZVPD) for a single C2H3F2I molecule in a non-equilibrium geometry.

XYZ file:
```
8
Properties=species:S:1:pos:R:3:nbo_charge:R:1
C -0.75056 -0.46186 -0.16952 -0.68
C 0.49995 0.42165 0.04224 0.62
F 0.15417 1.49286 0.77439 -0.35
F 0.93678 0.98839 -1.09178 -0.35
I 2.25032 -0.39489 1.04336 0.05
H -0.47198 -1.35000 -0.73917 0.23
H -1.08180 -0.73791 0.82565 0.24
H -1.53688 0.04176 -0.68516 0.24
```

Computed properties:
Energy, Eh: -575.42662
2S+1: 1
Total charge: 0
HOMO level, eV: -10.016
LUMO energy, hartree: 0.00847

=====

No. 7
Density functional theory data (ωB97M-V/def2-TZVPD) for 2 unconnected molecules or ions with the total composition C2H3F2I in a non-equilibrium geometry.

XYZ file:
```
8
Properties=species:S:1:pos:R:3:nbo_charge:R:1
C 0.04698 1.00608 -0.70804 -0.55
C 0.08460 -0.73355 0.70354 0.58
F -0.60617 -0.46240 1.76660 -0.33
F 1.34962 -1.04155 1.03677 -0.35
I -0.80399 -2.28654 -0.53057 0.04
H -0.61789 1.60950 0.08348 0.21
H 1.02590 1.35843 -0.85667 0.20
H -0.47905 0.55002 -1.49511 0.20
```

Computed properties:
Energy, Eh: -575.32406
2S+1: 1
Total charge: 0
HOMO level, eV: -9.178
LUMO energy, hartree: -0.00290

=====

No. 8
Density functional theory data (ωB97M-V/def2-TZVPD) for 2 unconnected molecules or ions with the total composition C2H3F2N in a non-equilibrium geometry.

XYZ file:
```
8
Properties=species:S:1:pos:R:3:nbo_charge:R:1
C 0.80520 0.06197 -0.44663 -0.26
C -0.28159 0.23889 0.54111 0.31
N -0.45015 -0.75534 -0.31634 0.01
F -1.63259 1.85507 -0.08004 -0.63
F -0.51630 -2.14825 0.00257 -0.19
H 0.71031 0.66540 -1.25384 0.25
H 1.88275 -0.29139 -0.06584 0.24
H -0.51764 0.37365 1.61900 0.27
```

Computed properties:
Energy, Eh: -332.23941
2S+1: 1
Total charge: 0
HOMO level (spin up / spin down), eV: -10.590 / -10.601
LUMO energy (spin up / spin down), hartree: -0.06120 / -0.06114

=====

No. 9
Density functional theory data (ωB97M-V/def2-TZVPD) for 2 unconnected molecules or ions with the total composition C2H3F2NO in a non-equilibrium geometry.

XYZ file:
```
9
Properties=species:S:1:pos:R:3:nbo_charge:R:1
C -1.42284 -0.59211 0.12534 0.50
C 2.57681 -0.11541 -0.52905 0.67
N -0.89045 0.63924 0.24175 -0.83
O -1.46287 -1.43888 0.99804 -0.60
F 1.64879 0.64531 -1.11181 -0.36
F 2.27443 -0.15682 0.71297 -0.31
H -1.92162 -0.91090 -0.83578 0.12
H -0.57494 0.96187 -0.66329 0.39
H -0.22730 0.96770 1.06184 0.41
```

Computed properties:
Energy, Eh: -407.64764
2S+1: 1
Total charge: 0
HOMO level, eV: -9.975
LUMO energy, hartree: -0.01089

=====

No. 10
Density functional theory data (ωB97M-V/def2-TZVPD) for a single C2H3F2NO molecule in a non-equilibrium geometry.

XYZ file:
```
9
Properties=species:S:1:pos:R:3:nbo_charge:R:1
C 0.52950 0.16172 0.12823 0.47
C -1.81230 0.04221 -0.59551 0.52
N 1.80160 -0.28262 -0.08492 -0.76
O -0.53617 -0.39464 -0.28281 -0.43
F -2.64793 -0.77008 0.14008 -0.38
F -2.17221 1.26879 -0.00940 -0.40
H 0.35094 1.11305 0.45120 0.17
H 2.57598 0.12408 0.37044 0.41
H 1.91058 -1.26252 -0.11731 0.40
```

Computed properties:
Energy, Eh: -407.60512
2S+1: 1
Total charge: 0
HOMO level (spin up / spin down), eV: -7.441 / -7.444
LUMO energy (spin up / spin down), hartree: -0.00002 / 0.00004

=====

No. 11
Density functional theory data (ωB97M-V/def2-TZVPD) for 2 unconnected molecules or ions with the total composition C2H3F2NO2S in a non-equilibrium geometry.

XYZ file:
```
11
Properties=species:S:1:pos:R:3:nbo_charge:R:1
C -1.24150 0.26771 -0.23519 -0.68
C -0.51864 -1.11421 -0.16744 0.53
N 2.61207 1.87406 -0.49390 0.21
O 2.71776 1.32864 0.50773 -0.11
O 1.13043 0.50612 1.29293 -0.69
F -0.18715 -1.45447 -1.41896 -0.33
F -1.28622 -2.13118 0.30173 -0.34
S 0.94381 -1.01434 1.03548 0.70
H -2.23461 0.11743 -0.60422 0.23
H -0.62299 0.87334 -0.92510 0.24
H -1.31296 0.74691 0.70693 0.24
```

Computed properties:
Energy, Eh: -881.00976
2S+1: 1
Total charge: 0
HOMO level (spin up / spin down), eV: -9.348 / -8.448
LUMO energy (spin up / spin down), hartree: -0.00241 / -0.04481

=====

No. 12
Density functional theory data (ωB97M-V/def2-TZVPD) for 2 unconnected molecules or ions with the total composition C2H3F3.

XYZ file:
```
8
Properties=species:S:1:pos:R:3:nbo_charge:R:1
F 0.64006 1.75380 -0.09289 -0.32
C 0.46338 0.42999 -0.00411 0.14
C 1.47044 -0.42473 -0.06491 0.14
F 2.73928 -0.02718 -0.21845 -0.32
H -0.57093 0.11804 0.12881 0.17
H 1.33754 -1.49856 0.00586 0.18
F -3.19548 0.07687 -0.23313 -0.55
H -2.88429 -0.42824 0.47882 0.55
```

Computed properties:
Energy, Eh: -377.55581
2S+1: 1
Total charge: 0
HOMO level, eV: -10.049
LUMO energy, hartree: 0.02192

=====

No. 13
Density functional theory data (ωB97M-V/def2-TZVPD) for a single C2H3F3 molecule in a non-equilibrium geometry.

XYZ file:
```
8
Properties=species:S:1:pos:R:3:nbo_charge:R:1
F 0.03617 1.74745 -0.42950 -0.33
C 0.56744 0.57832 -0.08741 0.01
C -0.46445 -0.55888 0.11391 0.54
F -1.29064 -0.81229 -0.91915 -0.33
F -1.31191 -0.28007 1.21840 -0.35
H 1.17884 0.33933 -0.85118 0.17
H 1.07894 0.59943 0.79074 0.17
H 0.20561 -1.61330 0.16419 0.13
```

Computed properties:
Energy, Eh: -377.56363
2S+1: 1
Total charge: 0
HOMO level, eV: -11.939
LUMO energy, hartree: 0.03276

=====

No. 14
Density functional theory data (ωB97M-V/def2-TZVPD) for 2 unconnected molecules or ions with the total composition C2H3F3N2 in a non-equilibrium geometry.

XYZ file:
```
10
Properties=species:S:1:pos:R:3:nbo_charge:R:1
C 1.27000 -1.47485 1.92221 -0.46
C -1.12025 1.07613 -1.59299 0.87
N 0.97856 -0.63880 1.03329 0.05
N 0.86400 0.09742 0.16526 -0.06
F -1.08049 2.03348 -0.61445 -0.35
F -2.29002 0.93216 -2.07338 -0.30
F -0.25270 1.49131 -2.49272 -0.32
H 1.80914 -1.23534 2.89732 0.24
H 0.70699 -2.47974 1.85439 0.23
H -0.88522 0.19822 -1.09893 0.10
```

Computed properties:
Energy, Eh: -487.03515
2S+1: 1
Total charge: 0
HOMO level, eV: -8.984
LUMO energy, hartree: 0.01852

=====

No. 15
Density functional theory data (ωB97M-V/def2-TZVPD) for a single C2H3F3O molecule in a non-equilibrium geometry.

XYZ file:
```
9
Properties=species:S:1:pos:R:3:nbo_charge:R:1
F 0.87233 -1.57221 2.48994 -0.15
O 0.02447 -1.52771 1.28263 -0.14
C 0.14534 -0.38718 0.52154 -0.15
C -0.87375 -0.58287 -0.72517 0.57
F -0.45832 -1.67341 -1.46461 -0.34
F -2.10552 -0.86567 -0.29255 -0.33
H 1.14333 -0.24705 -0.05045 0.19
H -0.13938 0.59450 1.05830 0.20
H -1.01493 0.38695 -1.41296 0.15
```

Computed properties:
Energy, Eh: -452.68463
2S+1: 1
Total charge: 0
HOMO level, eV: -11.471
LUMO energy, hartree: -0.00772

=====

No. 16
Density functional theory data (ωB97M-V/def2-TZVPD) for 2 unconnected molecules or ions with the total composition C2H3F3O2 in a non-equilibrium geometry.

XYZ file:
```
10
Properties=species:S:1:pos:R:3:nbo_charge:R:1
C 1.67136 0.69674 0.13717 0.62
C 0.50767 0.20675 0.99500 0.71
O 0.42868 -1.13494 0.70662 -0.68
O 0.49695 0.67707 2.24238 -0.68
F 1.40815 1.08112 -1.14204 -0.31
F 2.69547 -0.22359 0.10436 -0.33
F -0.59144 0.86044 0.41887 -0.36
H 2.08208 2.03982 0.91959 0.03
H -0.39202 -1.47354 0.92806 0.49
H 1.36909 1.08609 2.48977 0.51
```

Computed properties:
Energy, Eh: -528.00865
2S+1: 1
Total charge: 0
HOMO level, eV: -11.514
LUMO energy, hartree: 0.00932

=====

No. 17
Density functional theory data (ωB97M-V/def2-TZVPD) for a single C2H3F3S molecule in a non-equilibrium geometry.

XYZ file:
```
9
Properties=species:S:1:pos:R:3:nbo_charge:R:1
F 1.36894 1.35311 -0.30692 -0.36
C 1.14516 -0.00035 0.00452 0.54
F 2.24568 -0.70783 -0.43469 -0.33
C -0.14449 -0.47343 -0.73469 -0.09
F -0.36015 -1.95186 -0.10835 -0.45
S -1.53586 0.49656 -0.52223 0.09
H 1.21902 0.03610 1.05380 0.17
H -0.13855 -0.89729 -1.77043 0.27
H -1.49987 1.17482 0.71591 0.16
```

Computed properties:
Energy, Eh: -775.74098
2S+1: 1
Total charge: 0
HOMO level, eV: -10.606
LUMO energy, hartree: 0.01664

=====

No. 18
Density functional theory data (ωB97M-V/def2-TZVPD) for 2 unconnected molecules or ions with the total composition C2H3F3S in a non-equilibrium geometry.

XYZ file:
```
9
Properties=species:S:1:pos:R:3:nbo_charge:R:1
C 0.60692 -0.31533 0.62065 0.45
C 0.26551 -0.57906 -0.78096 0.26
F -0.33156 -0.68618 1.59984 -0.35
F 0.80908 1.02232 0.79746 -0.32
F 0.08355 -1.91590 -1.09823 -0.33
S -2.15468 0.64993 -0.74659 -0.22
H 1.50175 -0.90459 1.05243 0.17
H 0.77521 -0.08667 -1.67819 0.23
H -2.56816 -0.02174 0.26605 0.11
```

Computed properties:
Energy, Eh: -775.67403
2S+1: 1
Total charge: 0
HOMO level (spin up / spin down), eV: -9.603 / -9.367
LUMO energy (spin up / spin down), hartree: -0.05190 / -0.06866

=====

No. 19
Density functional theory data (ωB97M-V/def2-TZVPD) for a molecular structure, C2H3F4MnO in a non-equilibrium geometry.

XYZ file:
```
11
Properties=species:S:1:pos:R:3:nbo_charge:R:1
C -0.68305 -0.80493 0.60668 1.17
F -0.32790 -2.05131 0.41795 -0.27
F -1.94274 -0.65674 0.28239 -0.26
F -0.52082 -0.49648 1.92087 -0.33
F 1.37119 2.64475 2.26808 -0.73
C 0.22405 0.02953 -1.47840 -0.27
O 0.13947 0.08133 -0.02310 -0.65
Mn 0.97437 1.16922 1.42451 1.64
H -0.73180 0.35940 -1.89520 0.24
H 1.02583 0.71885 -1.74839 0.23
H 0.47139 -0.99362 -1.77539 0.23
```

Computed properties:
Energy, Eh: -1703.45907
2S+1: 6
<S²>: 8.76
Total charge: +1
HOMO level (spin up / spin down), eV: -16.316 / -17.714
LUMO energy (spin up / spin down), hartree: -0.16665 / -0.22505

=====

No. 20
Density functional theory data (ωB97M-V/def2-TZVPD) for a molecular structure, C2H3FINO in a non-equilibrium geometry.

XYZ file:
```
9
Properties=species:S:1:pos:R:3:nbo_charge:R:1
C 0.37093 0.49431 0.00185 0.60
C -1.11755 0.19772 -0.03873 -0.05
N 1.03352 -0.69465 0.07314 -0.84
O 1.06085 1.48567 0.07129 -0.57
F -1.88178 1.36625 -0.05272 -0.34
I 2.97347 -0.62937 -0.01340 0.41
H -1.53599 -0.20602 0.97287 0.21
H -1.31399 -0.52266 -0.84098 0.19
H 0.41054 -1.49125 -0.17334 0.40
```

Computed properties:
Energy, Eh: -605.51798
2S+1: 1
Total charge: 0
HOMO level, eV: -9.356
LUMO energy, hartree: -0.00411